(1)
Entry from OMol25: C4H7NO in the gas phase (wB97M-V/def2-TZVPD).

Properties
HOMO energy	-0.3534	Ha
E_LUMO	1.030	eV
structure (SMILES)	C1OC[C@H]2N[C@@H]12
F_max	0.65	eV/A
HOMO-LUMO gap	10.646	eV
multiplicity	1

Geometry as XYZ:
```
13
Properties=species:S:1:pos:R:3:forces:R:3
C -1.1887 -0.7336 0.1920 -0.3 0.1 -0.1
O -0.0782 -1.4107 0.7932 -0.1 0.0 0.1
C 1.1158 -0.7788 0.3211 0.0 -0.1 -0.3
C 0.7513 0.6820 0.1392 0.2 -0.1 0.0
N 0.1738 0.8368 -1.2074 0.0 0.6 0.2
C -0.7124 0.6966 -0.0358 -0.2 0.0 0.1
H -2.0747 -0.8172 0.8456 0.6 0.2 0.0
H -1.4901 -1.1926 -0.7629 0.4 0.0 0.1
H 1.9851 -0.9984 0.9624 -0.6 0.1 0.0
H 1.3021 -1.1404 -0.6960 0.3 -0.2 0.1
H 1.2614 1.5041 0.6437 0.0 -0.3 -0.3
H 0.2529 1.8065 -1.5053 -0.3 -0.1 0.0
H -1.2983 1.5457 0.3102 0.0 -0.2 -0.2
```
Forces are in eV/Å.

---

(2)
Entry from OMol25: C4H7NO in the gas phase (wB97M-V/def2-TZVPD).

Properties
HOMO energy	-0.3679	Ha
E_LUMO	1.048	eV
structure (SMILES)	C[C@H]1CN1C=O
F_max	0.45	eV/A
HOMO-LUMO gap	11.060	eV
multiplicity	1

Geometry as XYZ:
```
13
Properties=species:S:1:pos:R:3:forces:R:3
C 1.6849 0.4195 0.5006 0.0 0.0 0.0
C 0.4672 -0.0490 -0.2476 0.2 0.1 -0.1
C -0.3824 -1.1948 0.1601 0.0 -0.3 0.0
N -0.8438 0.1630 0.3873 -0.2 0.1 0.1
C -1.8481 0.6566 -0.4558 -0.2 -0.2 -0.3
O -2.5269 -0.0005 -1.2065 0.2 0.2 0.4
H 1.8182 1.4983 0.3646 0.0 -0.2 0.0
H 1.5787 0.2208 1.5707 0.0 0.0 -0.1
H 2.5850 -0.0838 0.1305 -0.1 0.1 0.1
H 0.4829 0.1276 -1.3246 0.0 0.0 0.2
H -0.8896 -1.7655 -0.6140 0.1 0.1 0.1
H -0.1448 -1.7375 1.0724 0.0 0.1 -0.2
H -1.9814 1.7453 -0.3376 0.1 -0.1 -0.1
```
Forces are in eV/Å.

---

(3)
Entry from OMol25: C4H7NO in the gas phase (wB97M-V/def2-TZVPD).

Properties
HOMO energy	-0.3551	Ha
E_LUMO	1.092	eV
structure (SMILES)	C1OC[C@H]2N[C@@H]12
F_max	0.52	eV/A
HOMO-LUMO gap	10.755	eV
multiplicity	1

Geometry as XYZ:
```
13
Properties=species:S:1:pos:R:3:forces:R:3
C -1.1191 -0.6876 0.0823 -0.2 0.1 0.0
O 0.0323 -1.3500 -0.4004 0.0 -0.1 0.1
C 1.1082 -0.6648 0.2180 0.2 0.1 0.0
C 0.7267 0.8110 0.1543 0.1 -0.1 0.2
N 0.0656 1.2468 -1.0656 -0.1 -0.1 -0.3
C -0.7560 0.7888 0.0421 -0.3 -0.2 0.2
H -1.3065 -0.9606 1.1364 -0.1 0.0 -0.2
H -1.9825 -0.9888 -0.5165 0.2 0.1 0.0
H 1.1780 -0.9666 1.2762 0.1 0.1 -0.1
H 2.0269 -0.9406 -0.3033 -0.1 0.1 0.0
H 1.3562 1.5345 0.6713 -0.4 -0.1 0.0
H 0.1259 0.5326 -1.7883 0.0 0.0 0.0
H -1.5051 1.4531 0.4603 0.4 0.3 0.1
```
Forces are in eV/Å.

---

(4)
Entry from OMol25: C4H7NO in the gas phase at a distorted geometry (wB97M-V/def2-TZVPD).

Properties
HOMO energy	-0.3318	Ha
E_LUMO	1.108	eV
structure (SMILES)	C=CO[C@H]1CN1
F_max	1.15	eV/A
HOMO-LUMO gap	10.136	eV
multiplicity	1

Geometry as XYZ:
```
13
Properties=species:S:1:pos:R:3:forces:R:3
C 1.8596 -0.7882 0.0846 0.2 -0.2 -0.2
C 1.7752 0.5316 0.0258 -0.5 -0.6 0.1
O 0.5155 1.0951 -0.1460 0.4 -0.4 -0.5
C -0.5886 0.3277 0.3039 -0.3 -0.1 0.4
C -1.8681 0.5596 -0.3808 0.0 0.4 0.0
N -1.2749 -0.7763 -0.4410 0.4 0.2 -0.2
H 2.7606 -1.3044 0.3638 0.3 0.0 -0.2
H 1.0000 -1.3541 -0.2573 0.1 -0.2 0.5
H 2.6648 1.1873 0.0752 -1.1 0.1 0.2
H -0.5025 0.1450 1.3769 -0.3 0.3 -0.2
H -1.7919 1.0585 -1.3448 -0.1 0.1 0.3
H -2.7710 0.7775 0.1877 0.2 -0.2 -0.1
H -1.7785 -1.4593 0.1517 0.8 0.7 -0.1
```
Forces are in eV/Å.

---

(5)
Entry from OMol25: C4H7NO in the gas phase (wB97M-V/def2-TZVPD).

Properties
HOMO energy (alpha / beta)	-0.2705 / -0.2807	Ha
E_LUMO (alpha / beta)	0.638 / 0.830	eV
F_max	0.48	eV/A
HOMO-LUMO gap (alpha / beta)	8.000 / 8.469	eV
multiplicity	1

Geometry as XYZ:
```
13
Properties=species:S:1:pos:R:3:forces:R:3
C 0.3502 0.6992 0.8231 0.0 0.1 0.0
C 0.4311 -0.7915 1.0216 0.3 0.2 0.2
O 0.8067 -1.4337 -0.1070 0.2 -0.3 0.3
C 0.2386 -1.0274 -1.2089 0.0 0.1 -0.5
N -0.8954 -0.2533 -1.0428 -0.1 -0.1 0.1
C -0.6313 1.0140 -0.3174 0.0 0.1 0.0
H 0.1099 1.2117 1.7582 0.0 -0.1 -0.1
H 1.3521 1.0442 0.5031 -0.1 -0.1 0.1
H 0.9563 -1.1975 1.8769 0.0 0.0 0.0
H -1.3483 -0.7786 -0.2450 -0.2 0.0 -0.3
H 0.4664 -1.6073 -2.0935 -0.1 0.1 0.1
H -1.6011 1.3657 0.0497 0.1 0.0 0.0
H -0.2352 1.7546 -1.0181 0.0 -0.1 0.1
```
Forces are in eV/Å.

---

(6)
Entry from OMol25: C4H7NO in the gas phase at a distorted geometry (wB97M-V/def2-TZVPD).

Properties
HOMO energy	-0.3410	Ha
E_LUMO	0.768	eV
structure (SMILES)	C[C@H]1N[C@H]1C=O
F_max	1.74	eV/A
HOMO-LUMO gap	10.047	eV
multiplicity	1

Geometry as XYZ:
```
13
Properties=species:S:1:pos:R:3:forces:R:3
C -1.1231 -0.4910 1.1745 -0.2 0.0 0.2
C -0.4056 -0.7210 -0.1092 -0.2 -0.7 0.5
N -0.5294 0.1530 -1.1957 1.7 -0.4 -0.3
C 0.8777 -0.0509 -0.4366 -0.5 0.4 -0.7
C 1.2759 1.3599 -0.2839 -0.3 0.7 0.3
O 0.5973 2.2591 -0.7159 0.8 0.7 0.6
H -1.0908 0.5647 1.4543 -0.1 -0.1 -0.1
H -0.6156 -1.0850 1.9407 -0.2 0.1 0.1
H -2.1591 -0.8192 1.0849 0.0 0.0 0.2
H -0.3195 -1.7584 -0.4277 -0.1 -0.4 0.5
H -0.5173 -0.2192 -2.1300 -0.1 -0.8 -0.1
H 1.7341 -0.7673 -0.4854 -0.8 0.5 -1.2
H 2.2753 1.5752 0.1300 0.1 -0.1 0.1
```
Forces are in eV/Å.

---

(7)
Entry from OMol25: 2 unconnected molecules or ions with the total composition C4H7NO at a distorted geometry (wB97M-V/def2-TZVPD).

Properties
HOMO energy	-0.4018	Ha
E_LUMO	0.753	eV
structure (SMILES)	N#CC1CC1.O
F_max	1.10	eV/A
HOMO-LUMO gap	11.687	eV
multiplicity	1

Geometry as XYZ:
```
13
Properties=species:S:1:pos:R:3:forces:R:3
N -2.5816 1.7072 -0.4577 0.7 -0.9 0.2
C -1.8048 0.8667 -0.2830 -0.6 0.7 -0.2
C -0.7646 -0.1143 -0.0689 -0.1 0.0 0.0
C 0.6183 0.3400 -0.5637 0.1 0.1 -0.1
C -0.0970 -0.7591 -1.2574 0.0 -0.1 -0.3
H -0.9499 -0.7623 0.7879 0.3 0.2 -0.1
H 1.5312 0.0857 -0.0380 -0.4 0.0 0.1
H 0.6009 1.3396 -0.9848 0.0 -0.2 -0.1
H 0.2846 -1.7513 -1.0333 -0.1 0.1 -0.2
H -0.5181 -0.6216 -2.2438 0.0 0.0 0.1
O 1.3177 -0.4938 2.1012 0.0 0.2 0.4
H 1.8530 0.2816 2.3052 0.1 -0.2 0.1
H 0.5065 -0.1072 1.7494 0.2 -0.1 0.2
```
Forces are in eV/Å.

---

(8)
Entry from OMol25: C4H7NO in the gas phase at a distorted geometry (wB97M-V/def2-TZVPD).

Properties
HOMO energy	-0.3334	Ha
E_LUMO	-0.086	eV
F_max	1.34	eV/A
HOMO-LUMO gap	8.988	eV
multiplicity	1

Geometry as XYZ:
```
13
Properties=species:S:1:pos:R:3:forces:R:3
C -0.5636 0.4264 -0.2549 0.6 0.1 0.6
C 0.5596 1.1462 0.2858 -0.3 0.1 0.0
C -1.5396 -0.3252 0.5613 0.0 -0.1 0.0
C 1.5688 -0.8989 -0.6506 -0.2 -0.6 -1.1
O 0.8899 -1.1197 -1.6620 0.6 0.2 0.4
N 1.2866 -0.1552 0.4077 -1.1 0.6 0.2
H -0.7679 0.4918 -1.3145 0.3 -0.3 0.0
H 2.5328 -1.4211 -0.5111 -0.1 0.0 0.0
H 0.4284 1.5494 1.2875 0.1 0.0 -0.1
H 1.0364 1.8551 -0.3906 0.0 0.0 0.1
H -2.5201 0.1562 0.4604 0.1 0.0 0.0
H -1.6511 -1.3390 0.1688 0.0 0.0 0.0
H -1.2603 -0.3659 1.6122 0.0 0.0 0.0
```
Forces are in eV/Å.

---

(9)
Entry from OMol25: C4H7NO in the gas phase (wB97M-V/def2-TZVPD).

Properties
HOMO energy	-0.3579	Ha
E_LUMO	0.998	eV
structure (SMILES)	C[C@H]1CNC1=O
F_max	0.47	eV/A
HOMO-LUMO gap	10.737	eV
multiplicity	1

Geometry as XYZ:
```
13
Properties=species:S:1:pos:R:3:forces:R:3
C 1.5494 0.1087 0.5317 0.1 0.0 0.1
C 0.3813 -0.0010 -0.4415 0.1 0.0 0.0
C -0.7739 -1.0036 -0.1641 0.1 -0.3 0.0
N -1.6851 0.1397 -0.1790 -0.2 0.2 0.0
C -0.7000 1.0846 -0.2925 0.0 0.3 0.0
O -0.6996 2.2901 -0.2516 -0.1 -0.5 0.0
H 2.4530 -0.3774 0.1481 -0.2 0.1 0.1
H 1.7764 1.1682 0.7011 0.0 -0.2 -0.1
H 1.3069 -0.3442 1.5008 0.0 0.1 -0.2
H 0.7290 -0.0505 -1.4790 -0.1 0.0 0.2
H -0.7028 -1.4975 0.8125 0.0 0.1 -0.2
H -0.9710 -1.7486 -0.9409 0.0 0.1 0.1
H -2.6637 0.2315 0.0544 0.1 0.0 0.0
```
Forces are in eV/Å.

---

(10)
Entry from OMol25: C4H7NO in the gas phase (wB97M-V/def2-TZVPD).

Properties
HOMO energy	-0.3530	Ha
E_LUMO	0.884	eV
structure (SMILES)	C[C@H]1CN1C=O
F_max	0.33	eV/A
HOMO-LUMO gap	10.489	eV
multiplicity	1

Geometry as XYZ:
```
13
Properties=species:S:1:pos:R:3:forces:R:3
C 1.0089 -1.3700 -0.1344 0.0 0.0 0.0
C 0.7547 0.1045 0.0707 0.2 -0.1 0.1
C 0.0270 0.9215 -0.9818 0.0 0.1 -0.2
N -0.5817 0.5446 0.2359 -0.2 0.0 0.1
C -1.6792 0.6525 1.0159 0.0 0.0 -0.1
O -2.7040 1.2210 0.7032 0.3 -0.1 0.1
H 0.9918 -1.9030 0.8224 0.0 0.1 -0.1
H 1.9891 -1.5331 -0.5935 -0.1 0.0 0.0
H 0.2379 -1.8009 -0.7825 0.1 0.1 0.1
H 1.5113 0.6382 0.6518 -0.1 -0.1 -0.1
H 0.2927 1.9710 -1.1087 0.0 -0.2 0.0
H -0.3128 0.4139 -1.8850 0.1 0.1 0.1
H -1.5357 0.1397 1.9860 -0.1 0.1 -0.1
```
Forces are in eV/Å.

---

(11)
Entry from OMol25: C4H7NO in the gas phase (wB97M-V/def2-TZVPD).

Properties
HOMO energy	-0.3535	Ha
E_LUMO	1.028	eV
structure (SMILES)	C[C@H]1COC=N1
F_max	0.44	eV/A
HOMO-LUMO gap	10.647	eV
multiplicity	1

Geometry as XYZ:
```
13
Properties=species:S:1:pos:R:3:forces:R:3
C -1.3756 -0.6871 0.3097 -0.1 0.0 0.0
C -0.3141 -0.0725 -0.5885 -0.2 0.1 0.0
C 0.2818 1.2022 0.0482 -0.2 0.1 -0.1
O 1.6064 0.7942 0.4521 0.1 -0.1 0.0
C 1.7614 -0.4578 -0.0428 0.0 -0.3 -0.2
N 0.8146 -1.0088 -0.6723 0.3 0.2 0.2
H -1.6532 -1.6793 -0.0537 0.0 0.1 0.1
H -2.2669 -0.0547 0.3664 0.1 -0.1 0.0
H -0.9583 -0.7838 1.3196 -0.1 -0.1 -0.1
H -0.6984 0.1070 -1.5981 0.0 0.0 0.2
H -0.2719 1.5186 0.9390 0.1 -0.1 -0.1
H 0.3563 2.0541 -0.6349 0.1 -0.2 0.0
H 2.7179 -0.9320 0.1552 0.0 0.2 0.0
```
Forces are in eV/Å.

---

(12)
Entry from OMol25: C4H7NO in the gas phase (wB97M-V/def2-TZVPD).

Properties
HOMO energy	-0.3477	Ha
E_LUMO	0.947	eV
structure (SMILES)	CN1C[C@H]1C=O
F_max	0.41	eV/A
HOMO-LUMO gap	10.409	eV
multiplicity	1

Geometry as XYZ:
```
13
Properties=species:S:1:pos:R:3:forces:R:3
C -0.6535 -1.5458 0.0479 0.0 -0.3 0.1
N -0.0629 -0.3508 -0.5256 -0.2 0.0 0.0
C 1.3189 0.0407 -0.4570 0.2 0.0 -0.1
C 0.3040 0.7142 0.3930 -0.1 0.1 0.2
C -0.5797 1.8499 0.0194 -0.1 0.1 0.1
O -1.5015 2.1754 0.7263 0.3 0.2 -0.2
H 0.0911 -2.3052 0.2830 0.1 -0.1 0.1
H -1.3771 -1.9711 -0.6473 0.1 0.0 -0.1
H -1.2161 -1.2997 0.9533 0.2 0.0 0.0
H 2.0379 -0.5676 0.0949 -0.2 0.0 0.0
H 1.7334 0.5040 -1.3500 -0.2 0.0 0.1
H 0.3423 0.4943 1.4618 -0.1 0.0 -0.2
H -0.4369 2.2617 -0.9996 0.0 0.0 0.1
```
Forces are in eV/Å.